A 13-piece molecular cluster, C53H144N14O33P8 overall in a non-equilibrium geometry, computed with wB97M-V/def2-TZVPD.

- Frontier orbital gap: 7.68 eV

Structure (XYZ):
```
252
Properties=species:S:1:pos:R:3:forces:R:3
O -3.254 -4.920 -1.072 -0.14 1.41 -0.04
P -3.657 -3.490 -1.261 0.67 -0.29 -0.71
N -5.134 -2.976 -0.606 1.59 0.47 1.16
C -5.132 -2.549 0.838 0.11 0.53 -1.52
C -6.291 -3.796 -0.909 -0.13 0.40 -0.29
N -3.827 -3.152 -2.927 -0.70 -1.69 1.51
C -4.294 -1.908 -3.421 -0.91 0.44 -0.52
C -2.959 -3.880 -3.837 -0.35 0.28 -0.59
N -2.499 -2.381 -0.695 -1.78 0.19 1.40
C -2.736 -0.931 -0.919 1.57 -0.89 -0.35
C -1.090 -2.775 -0.615 -0.68 -0.60 -1.65
H -5.301 -3.401 1.497 -0.26 0.22 0.13
H -5.885 -1.761 0.839 -0.52 -0.36 0.75
H -4.223 -2.021 1.127 0.22 -0.44 -0.21
H -6.212 -4.018 -1.973 -0.26 -0.73 0.18
H -7.228 -3.259 -0.764 0.05 0.54 -0.06
H -6.385 -4.629 -0.212 0.31 -0.57 -0.43
H -4.904 -2.112 -4.301 0.46 0.19 -0.68
H -5.055 -1.421 -2.810 0.45 -0.03 0.68
H -3.460 -1.230 -3.604 -0.21 0.33 -0.39
H -2.011 -3.343 -3.883 0.73 -0.69 0.15
H -2.974 -4.957 -3.670 0.67 0.24 0.74
H -3.290 -3.853 -4.875 -0.67 0.52 -0.10
H -2.291 -0.708 -1.889 -0.21 0.51 -0.21
H -3.766 -0.574 -0.905 0.04 -0.43 0.18
H -2.103 -0.405 -0.205 -0.32 0.27 0.22
H -0.401 -2.018 -0.241 -0.45 0.07 0.50
H -0.816 -2.925 -1.659 0.80 -0.09 -0.28
H -0.980 -3.762 -0.165 -0.02 0.28 0.41
O -3.295 6.598 0.148 0.49 -1.22 0.90
P -3.212 5.438 1.086 0.84 -1.02 0.42
N -4.548 5.244 2.148 -0.13 -0.68 -1.32
C -4.662 6.192 3.230 -0.40 0.13 0.42
C -5.861 4.734 1.609 1.55 0.45 -0.76
N -1.799 5.444 2.149 -1.73 -0.15 0.35
C -1.660 4.469 3.235 -0.09 0.29 -0.12
C -0.527 5.776 1.559 -0.43 0.65 -1.19
N -3.032 3.929 0.304 -1.75 2.07 0.50
C -3.027 2.665 1.014 0.87 0.42 -0.79
C -2.995 3.850 -1.135 0.72 0.22 -0.14
H -5.683 6.173 3.613 0.05 -0.50 0.34
H -4.586 7.242 2.946 0.67 0.07 -0.21
H -3.941 5.882 3.985 -0.15 0.64 0.32
H -5.621 4.150 0.721 -0.01 -0.45 0.14
H -6.505 5.508 1.191 0.01 0.43 0.39
H -6.421 4.145 2.335 0.27 0.03 0.15
H -0.958 3.667 3.004 -0.05 -0.36 -0.47
H -1.186 4.941 4.096 -0.35 0.20 0.25
H -2.627 4.033 3.483 0.12 0.09 0.22
H -0.678 6.740 1.074 0.49 0.13 -0.08
H 0.333 5.808 2.228 -0.43 0.16 0.58
H -0.235 5.070 0.781 -0.04 -0.41 -0.32
H -3.588 2.682 1.948 0.20 0.03 -0.03
H -3.410 1.900 0.339 -0.28 -0.16 0.07
H -1.961 2.464 1.120 0.01 -0.80 0.78
H -3.752 3.160 -1.507 -0.07 0.06 -0.22
H -2.001 3.513 -1.429 0.00 -0.31 -0.18
H -3.071 4.840 -1.585 -0.42 -0.02 0.14
O -3.565 -2.561 5.751 1.36 0.40 0.60
P -2.158 -2.101 5.986 -0.20 -1.42 -0.26
N -0.998 -3.233 5.371 -0.52 1.49 0.89
C 0.321 -2.713 5.007 -0.20 -0.93 -0.62
C -1.082 -4.646 5.794 -1.08 0.43 -1.16
N -1.765 -1.970 7.624 0.32 1.14 -0.83
C -2.810 -2.208 8.598 -0.40 -0.40 -0.07
C -0.352 -1.987 8.073 -1.42 -0.13 -0.21
N -1.769 -0.619 5.274 0.04 -0.03 0.85
C -1.574 -0.496 3.811 -0.20 0.78 0.51
C -2.172 0.622 6.038 -0.57 -0.61 -0.97
H 0.417 -1.635 5.137 -0.02 -0.20 0.18
H 0.432 -2.936 3.946 0.49 0.14 -0.25
H 1.109 -3.254 5.530 0.13 0.17 0.24
H -0.797 -4.903 6.814 0.33 0.32 0.10
H -0.582 -5.286 5.066 0.59 0.17 0.12
H -2.114 -4.963 5.642 -0.22 0.17 0.37
H -2.535 -2.016 9.635 0.53 0.19 -0.14
H -3.673 -1.576 8.387 -0.11 -0.18 -0.05
H -3.100 -3.257 8.538 -0.42 -0.04 0.21
H 0.316 -1.452 7.398 -0.15 -0.16 -0.16
H -0.317 -1.461 9.027 0.17 -0.28 0.14
H -0.085 -3.041 8.153 0.69 0.10 0.30
H -2.470 -0.205 3.265 -0.40 -0.11 0.16
H -0.870 0.320 3.644 0.25 0.04 0.00
H -1.173 -1.378 3.312 -0.07 -0.18 0.53
H -2.220 0.486 7.119 0.93 -0.34 -0.12
H -3.201 0.951 5.889 -0.38 -0.30 -0.82
H -1.574 1.475 5.717 0.40 -0.18 0.25
C -1.301 5.343 -6.776 -0.44 -0.05 0.50
N -2.677 4.901 -6.320 -0.71 0.03 -0.55
O -3.496 4.602 -7.197 1.07 0.28 1.34
O -2.884 4.873 -5.112 0.13 -0.04 -1.18
H -1.289 5.429 -7.862 -0.03 -0.21 0.29
H -0.622 4.599 -6.357 0.06 0.02 -0.30
H -1.093 6.293 -6.283 -0.13 -0.07 -0.08
C -6.376 3.367 -5.444 -0.72 -0.56 -1.38
N -7.037 3.332 -6.820 1.06 0.17 -0.59
O -7.197 4.378 -7.390 -0.24 1.12 0.05
O -7.312 2.269 -7.332 -0.07 -0.76 0.66
H -7.237 3.053 -4.853 0.58 0.27 0.74
H -5.963 4.367 -5.310 -0.37 -0.25 0.25
H -5.597 2.608 -5.503 -0.18 0.06 0.31
C -6.800 1.190 -0.555 -0.23 -1.86 0.24
N -6.467 2.003 -1.757 -1.12 2.45 0.30
O -5.460 1.757 -2.392 -0.56 -0.30 0.29
O -7.220 2.981 -1.974 1.34 -1.96 0.22
H -6.396 1.544 0.393 0.24 0.67 -0.47
H -6.407 0.185 -0.706 0.40 0.13 -0.20
H -7.868 1.016 -0.419 -0.04 0.76 -0.41
C 5.040 2.846 -3.455 0.42 0.89 -0.16
N 4.440 1.715 -4.268 -0.12 0.52 1.21
O 5.119 0.690 -4.260 -1.06 0.64 -0.51
O 3.325 1.881 -4.747 1.39 -0.50 0.21
H 4.732 2.842 -2.410 -0.08 -0.80 -0.12
H 4.744 3.847 -3.770 -0.35 -0.38 -0.69
H 6.125 2.785 -3.537 -0.21 -0.30 0.10
C 2.575 5.496 -0.568 -0.22 0.63 -0.23
N 3.677 4.784 0.136 -0.41 -0.80 1.20
O 4.793 4.787 -0.359 -0.67 0.03 0.11
O 3.378 4.207 1.189 0.53 0.66 -1.33
H 2.896 6.527 -0.717 0.20 -0.16 -0.16
H 1.657 5.521 0.019 0.40 -0.42 0.11
H 2.388 5.004 -1.522 0.12 -0.04 0.10
C -2.305 -2.195 -9.051 0.85 -0.44 0.81
C -1.022 -2.901 -8.455 -1.60 -0.36 -1.08
O 0.113 -2.355 -9.082 3.41 1.05 1.08
P 1.507 -2.101 -8.213 -0.85 0.14 -0.20
O 2.668 -1.650 -9.007 -1.34 -0.49 0.34
O 1.051 -1.084 -7.022 0.37 -2.74 -0.50
C 0.939 0.284 -7.217 0.07 1.68 0.36
C 2.293 0.905 -7.583 0.02 0.49 -0.24
O 1.761 -3.434 -7.331 -1.44 0.80 -1.26
C 3.039 -3.448 -6.727 1.06 -0.89 1.03
C 3.121 -4.459 -5.570 -1.00 1.40 0.02
H -2.755 -2.797 -9.840 0.13 0.05 0.02
H -3.051 -2.050 -8.269 -0.03 0.02 -0.03
H -2.030 -1.223 -9.461 0.01 -0.03 0.06
H -0.953 -2.873 -7.368 -0.10 0.13 -0.04
H -1.014 -3.926 -8.824 -0.33 -0.28 0.61
H 0.146 0.466 -7.943 0.15 0.25 -0.37
H 0.539 0.657 -6.275 0.17 0.18 0.17
H 3.104 0.279 -7.212 -0.14 -0.39 -0.52
H 2.301 1.059 -8.662 0.57 -0.38 0.03
H 2.594 1.856 -7.143 -0.95 0.26 0.25
H 3.797 -3.718 -7.463 -0.07 0.45 -0.20
H 3.201 -2.468 -6.277 0.49 0.14 -0.33
H 4.170 -4.634 -5.329 -0.21 -0.44 -0.14
H 2.686 -3.935 -4.719 0.07 -0.14 0.39
H 2.475 -5.331 -5.670 0.55 -0.17 -0.43
C 1.910 7.004 8.948 -0.75 0.12 0.11
C 2.397 5.583 8.800 -0.14 0.38 0.37
O 2.159 5.032 7.498 -1.36 -1.28 -0.66
P 0.750 4.260 7.200 -0.16 0.78 -0.12
O -0.478 5.054 7.501 1.54 -1.21 -0.70
O 0.896 3.784 5.639 -0.95 1.37 2.47
C 1.943 2.890 5.309 0.63 -0.31 -1.69
C 2.215 3.085 3.778 0.09 -0.43 1.54
O 0.882 2.911 8.092 1.39 1.07 -1.17
C -0.218 2.046 8.225 -0.58 -0.55 1.99
C -0.354 1.742 9.753 -1.35 -0.10 -0.77
H 2.317 7.358 9.894 0.33 0.44 -0.23
H 2.174 7.598 8.073 0.47 0.14 0.27
H 0.833 7.139 9.054 -0.14 -0.53 -0.13
H 3.475 5.632 8.955 0.06 -0.46 -0.30
H 1.971 4.939 9.569 -0.01 -0.11 0.00
H 2.801 3.063 5.959 0.17 0.00 -0.29
H 1.590 1.869 5.458 0.06 -0.13 0.16
H 3.025 2.414 3.491 0.00 0.08 -0.12
H 1.302 2.789 3.260 0.01 0.14 -0.16
H 2.482 4.111 3.528 -0.08 -0.10 0.12
H -1.073 2.574 7.803 -0.39 -0.34 0.36
H -0.139 1.063 7.760 0.76 0.35 -0.70
H 0.566 1.537 10.300 0.22 0.65 -0.35
H -0.998 2.509 10.185 0.56 0.20 0.44
H -0.918 0.821 9.906 -0.26 -0.19 -0.30
C 5.021 0.992 -0.403 -0.66 0.09 1.48
C 4.785 -0.062 0.710 -0.06 -0.54 -0.60
O 4.594 0.597 1.983 0.36 -0.50 1.80
P 4.977 -0.115 3.436 0.66 0.24 -1.85
O 4.637 0.657 4.660 0.25 -0.81 -1.63
O 4.274 -1.555 3.210 -0.01 2.00 -0.36
C 4.527 -2.586 4.126 1.48 -1.52 0.22
C 5.702 -3.418 3.607 0.25 -0.71 -0.15
O 6.571 -0.470 3.262 -2.00 0.79 0.14
C 7.608 0.451 3.734 0.06 -0.67 -1.29
C 8.321 -0.334 4.781 0.05 0.70 1.37
H 5.174 0.609 -1.412 0.37 -0.34 0.29
H 4.159 1.657 -0.465 -0.26 -0.05 0.09
H 5.812 1.639 -0.023 0.35 -0.08 -0.50
H 3.930 -0.717 0.540 -0.41 0.38 -0.18
H 5.584 -0.803 0.732 0.56 0.38 0.32
H 4.869 -2.172 5.074 -0.46 0.02 0.27
H 3.653 -3.222 4.263 -0.22 0.42 -0.07
H 5.813 -4.378 4.111 0.12 0.29 0.89
H 5.636 -3.828 2.600 -0.54 0.76 -0.46
H 6.609 -2.816 3.665 0.04 -0.33 0.05
H 8.218 0.635 2.850 0.13 -0.02 -0.01
H 7.227 1.429 4.028 -0.32 -0.30 0.42
H 7.546 -0.596 5.501 0.09 -0.42 0.12
H 8.859 -1.220 4.443 -0.23 0.14 -0.23
H 8.995 0.300 5.356 0.30 0.03 -0.16
C 1.983 -1.290 -2.580 0.17 0.32 -0.21
C 0.912 -0.358 -3.134 -0.38 -1.71 0.11
O 1.232 0.992 -2.913 -0.50 1.76 0.90
P 0.158 1.903 -2.127 -0.53 0.23 0.47
O 0.462 3.354 -2.143 0.23 -1.33 -0.02
O 0.029 1.249 -0.617 -1.30 0.41 -3.59
C 0.951 1.536 0.382 0.36 -1.49 2.01
C 1.077 0.235 1.250 1.60 0.81 -0.33
O -1.265 1.514 -2.793 1.40 -1.64 2.11
C -1.738 2.160 -3.951 -0.05 0.85 -0.58
C -2.655 1.357 -4.834 -1.07 -0.70 -0.25
H 2.211 -1.110 -1.529 -0.33 0.22 0.17
H 1.651 -2.326 -2.654 0.08 -0.05 -0.20
H 2.930 -1.148 -3.101 0.00 -0.16 -0.23
H 0.730 -0.505 -4.199 0.45 -0.02 -0.19
H -0.045 -0.627 -2.689 -0.08 0.15 0.32
H 1.926 1.843 0.003 -0.02 0.06 -0.01
H 0.559 2.290 1.065 -0.04 0.44 -0.35
H 1.519 0.562 2.190 -0.59 -0.10 0.50
H 0.189 -0.391 1.344 -0.17 0.55 0.11
H 1.890 -0.405 0.908 -0.19 -0.18 -0.60
H -2.279 3.008 -3.533 0.20 0.42 -0.80
H -0.855 2.410 -4.540 -0.10 0.68 -0.12
H -2.996 1.928 -5.697 0.45 0.53 -0.05
H -2.271 0.435 -5.271 0.48 -0.05 0.29
H -3.616 1.104 -4.388 0.13 -0.10 0.59
C 4.713 -8.715 -4.575 1.69 -1.42 -1.19
C 3.681 -7.762 -5.038 -1.07 -0.38 1.78
O 3.677 -6.765 -3.977 -2.01 0.91 1.49
P 2.669 -6.824 -2.651 -0.27 2.02 -2.72
O 2.775 -8.065 -1.913 -0.05 -0.47 0.63
O 3.097 -5.432 -1.879 -0.65 -2.22 -0.40
C 4.443 -5.353 -1.347 0.75 0.15 -0.35
C 4.982 -4.115 -1.976 0.81 1.07 -0.94
O 1.172 -6.496 -3.325 2.56 -0.30 0.63
C 0.005 -6.170 -2.572 -0.97 -0.54 1.42
C -0.450 -7.296 -1.567 0.78 0.53 -0.43
H 5.661 -8.184 -4.492 0.09 -0.09 0.20
H 4.549 -9.319 -3.682 -0.60 0.79 0.33
H 4.875 -9.506 -5.308 0.10 0.05 -0.50
H 3.821 -7.274 -6.002 0.46 0.11 0.26
H 2.720 -8.275 -5.088 -0.28 0.19 0.03
H 4.522 -5.256 -0.264 -0.98 0.00 0.15
H 5.068 -6.222 -1.552 -0.35 -0.25 -0.46
H 5.992 -3.814 -1.697 -0.09 -0.03 0.86
H 5.129 -4.156 -3.055 -0.56 -0.57 -0.21
H 4.266 -3.309 -1.817 0.20 0.20 0.21
H 0.188 -5.252 -2.014 0.16 0.01 0.17
H -0.800 -5.893 -3.252 0.27 -0.42 -0.40
H -1.508 -7.283 -1.303 0.04 0.51 -0.15
H -0.231 -8.304 -1.919 0.11 0.13 -0.35
H 0.145 -7.164 -0.664 -0.13 -0.13 0.16
```
Forces are in eV/Å.

Atom charges from the Löwdin analysis, given in e for atoms 1 to 99: O -0.300; P 0.584; N -0.309; C -0.080; C -0.125; N -0.306; C -0.147; C -0.115; N -0.292; C -0.096; C -0.090; H 0.090; H 0.066; H 0.061; H 0.081; H 0.077; H 0.085; H 0.090; H 0.071; H 0.061; H 0.077; H 0.078; H 0.076; H 0.054; H 0.068; H 0.068; H 0.069; H 0.056; H 0.080; O -0.298; P 0.639; N -0.307; C -0.129; C -0.086; N -0.283; C -0.131; C -0.140; N -0.303; C -0.098; C -0.104; H 0.080; H 0.084; H 0.071; H 0.051; H 0.083; H 0.081; H 0.055; H 0.079; H 0.063; H 0.082; H 0.087; H 0.057; H 0.076; H 0.068; H 0.068; H 0.064; H 0.049; H 0.087; O -0.312; P 0.568; N -0.292; C -0.154; C -0.105; N -0.319; C -0.122; C -0.083; N -0.274; C -0.103; C -0.085; H 0.061; H 0.072; H 0.076; H 0.071; H 0.081; H 0.076; H 0.079; H 0.077; H 0.077; H 0.066; H 0.070; H 0.074; H 0.076; H 0.067; H 0.066; H 0.062; H 0.079; H 0.072; C 0.062; N -0.412; O 0.053; O 0.047; H 0.097; H 0.092; H 0.099; C 0.061; N -0.461; O 0.062; O 0.045; H 0.090